13 unconnected molecules or ions with the total composition C52H95F21O26 in a non-equilibrium geometry, computed with ωB97M-V/def2-TZVPD.

The geometry in XYZ format:
```
194
Properties=species:S:1:pos:R:3:forces:R:3:mulliken_charge:R:1
H 0.477 4.419 1.463 0.112 0.537 -0.226 -0.2867
F 4.116 3.501 -1.777 0.437 0.200 -0.752 -0.1460
C -0.332 2.621 5.275 0.092 1.233 -0.291 -0.6740
H -0.897 2.783 6.192 -0.482 -0.215 -0.251 0.3576
H -5.928 2.688 -0.654 -0.066 -0.140 -0.103 -0.6714
O -4.625 4.048 0.056 2.928 -0.515 0.948 -0.2712
O -3.662 -4.977 0.518 -0.364 -0.447 -0.673 -0.0270
C -1.939 -1.785 0.786 1.260 0.564 0.103 0.6388
H 6.995 -4.900 3.918 -0.073 -0.142 0.189 0.4050
H -3.156 -3.785 -1.141 -0.104 0.160 0.463 -0.2555
H -4.030 -2.903 9.719 0.513 0.343 0.210 0.4063
C 8.726 2.305 -2.218 -0.479 3.175 0.225 0.0704
F -2.447 -3.600 4.267 1.155 -0.230 0.099 -0.1903
F -2.145 4.640 1.714 -0.395 1.802 2.226 -0.2597
H 8.926 2.836 -0.032 -0.309 0.275 -0.350 0.2609
C 2.426 3.508 1.515 -0.242 0.133 0.197 -0.9348
H -5.626 3.051 -2.792 0.214 -0.029 0.275 0.2871
C -4.893 -8.818 2.365 -0.062 1.098 -0.785 -0.6985
H -4.199 -1.494 7.761 0.230 0.210 -0.181 0.2763
H 5.483 -2.947 3.413 -0.336 -0.072 -0.313 0.3133
H -2.623 -3.813 9.043 0.112 0.343 0.103 0.3223
H -1.643 0.866 -2.814 -0.154 -0.275 -0.316 0.6666
C -8.183 -0.705 -1.009 0.718 0.610 -0.283 -0.7099
O -6.714 -1.889 1.649 0.958 -0.247 -0.390 -0.3654
O 6.894 5.278 -2.543 -3.758 -2.456 -0.055 -0.1415
O -0.587 -2.151 6.849 -1.732 -1.217 -0.630 -0.5352
O 2.020 5.857 1.346 1.447 1.928 -0.535 -0.3113
H -3.133 3.838 -4.879 0.323 0.608 0.511 0.2130
H -1.204 -2.268 0.143 -0.289 -0.363 -0.314 -0.0819
H 2.372 -2.304 -4.106 0.063 0.265 0.608 0.1703
H -1.166 1.984 -1.646 -0.447 0.999 -0.051 0.1384
H -0.557 2.602 3.059 0.181 0.155 0.279 -0.4568
C -0.736 -2.036 -2.600 -0.489 0.272 0.592 -0.4607
O 6.185 1.915 -0.895 1.894 -3.298 -1.064 -0.5200
C -3.239 -1.994 7.888 -0.029 -0.293 1.656 -0.2112
C -6.104 0.003 0.022 -1.508 1.204 0.484 0.5804
H -0.285 0.797 1.983 -0.096 0.467 -0.813 -0.9668
H 0.024 -0.761 2.329 -0.275 -0.974 -0.267 -0.2032
H 8.030 3.097 -2.492 0.206 0.538 0.334 -0.0094
H -6.364 -3.173 -2.630 0.168 -0.279 -0.256 0.3486
O 0.338 1.388 5.459 1.840 -1.976 -1.116 -0.1803
H 9.433 4.824 -2.578 -0.100 -0.105 0.364 -0.0175
H 4.091 0.153 -6.099 -0.115 -0.045 -0.066 0.3848
F -0.283 -3.954 4.850 -0.702 -0.848 -0.186 -0.2706
C -4.251 -6.447 2.332 -0.247 -0.789 0.443 -0.3311
C -6.711 3.463 1.210 0.302 -0.089 -0.795 -1.2950
H 2.898 0.737 -0.913 0.325 0.240 -0.234 0.5533
H -1.894 -2.321 1.733 -0.369 0.027 0.194 -0.0755
H -5.905 -3.838 1.353 0.143 0.240 -0.466 0.1562
F 3.052 -2.541 -0.826 -0.490 1.087 -1.142 -0.0538
O -1.887 -2.665 -3.151 -0.401 0.018 -0.557 -0.4972
H -0.186 -2.725 -1.959 -0.222 -0.507 -0.259 0.3456
H -7.105 -3.782 2.571 -0.027 0.788 0.420 0.4343
C 3.141 -1.764 -4.659 -0.678 0.176 -0.484 -0.4548
H -3.294 -1.113 -3.370 0.225 0.206 0.316 -0.7755
O -5.125 -7.495 2.821 0.160 1.659 0.242 -0.4450
C -1.557 -2.583 6.243 1.066 2.387 2.153 0.2636
C -0.241 -0.159 1.460 0.299 -0.105 -0.228 0.1454
F 1.451 9.083 0.453 -1.020 0.663 1.574 -0.2350
H 1.708 0.121 -2.076 0.268 0.033 -0.452 0.4169
C -5.642 -2.505 -3.099 1.170 0.065 -1.234 -0.7489
H -5.175 -1.916 -2.310 0.212 0.104 0.036 0.1406
H -4.315 5.090 -5.349 -0.074 -0.230 -0.136 0.2812
H 6.401 -5.819 2.547 -0.004 0.273 -0.240 0.3263
O 4.254 -1.809 1.551 -1.291 -3.498 -1.642 -0.5047
H -4.129 4.801 -3.639 0.310 -0.371 0.185 0.2007
H -5.236 0.584 -0.290 0.405 -0.617 0.040 -0.5642
C -4.074 4.320 -4.615 -0.942 -1.144 -0.575 -0.5242
F 1.845 -3.331 0.801 -1.044 -0.145 -0.287 -0.1559
C -4.032 1.593 -3.292 -0.672 1.064 1.013 0.5274
O -5.067 3.249 -4.776 -0.543 0.185 0.694 -0.5018
H 1.865 -0.478 0.877 0.207 0.227 0.217 0.5019
F -1.335 2.967 0.818 -0.567 0.132 -1.496 0.3043
C 4.033 -2.993 1.197 2.978 3.440 2.876 0.2693
H -3.320 -3.262 -5.519 -0.244 -0.741 0.653 0.3441
H -0.010 -1.633 -3.307 -0.222 0.052 -0.488 0.5744
F 2.376 8.159 -1.132 0.171 -1.262 0.249 -0.2527
C 7.856 6.222 -2.200 0.211 2.021 -1.072 -0.2461
H -3.933 -7.019 0.321 -0.143 -0.069 -0.409 0.5236
H 9.867 1.555 -0.699 0.491 -0.024 0.321 0.4211
C 2.152 8.020 0.195 2.541 0.132 -1.078 0.8066
F 3.834 4.582 -3.656 0.074 -0.678 0.153 -0.2661
C 6.799 0.980 -1.430 -0.192 4.418 -0.902 0.3123
H -6.093 1.704 -3.827 -0.099 0.146 -0.432 0.2848
C -3.770 -2.607 -4.772 0.118 1.154 1.304 -0.8122
H -3.872 -8.878 1.988 0.223 -0.547 0.318 0.3288
C 1.934 0.932 -1.383 -0.503 -0.673 0.505 -1.6780
F 2.491 -0.573 6.567 -0.173 -0.275 -0.597 -0.2601
C -2.723 -1.808 -3.985 0.938 -1.025 0.731 0.6886
H -8.494 -1.046 -1.996 -0.057 -0.062 0.300 0.2801
O 7.932 1.170 -2.234 -2.067 -3.733 1.563 -0.2441
H -8.692 0.213 -0.715 -0.230 0.120 0.014 0.3212
O -6.795 -0.403 -1.120 0.339 -0.878 -0.084 -0.0875
O 5.336 -2.102 -5.580 -0.232 -0.780 1.123 -0.3356
O 0.276 6.474 0.072 2.993 1.098 0.940 -0.5550
F -0.897 -2.104 4.107 0.026 1.715 -1.547 -0.2200
H 4.936 -2.208 -3.504 0.125 0.390 -0.061 -0.1476
C 5.732 -3.700 2.664 1.258 -2.346 0.833 -0.0649
H -6.152 -1.834 -3.791 -0.277 0.239 0.098 0.4371
O 4.973 6.331 -1.703 1.913 -4.035 -2.626 -0.5876
C 3.962 0.439 -5.055 -0.327 0.850 -0.131 -0.6726
C -3.618 -4.744 -0.905 -0.437 0.336 0.032 -0.5322
F 6.516 -1.004 -0.232 -0.564 0.081 0.092 -0.2364
C 2.216 -0.213 5.299 -0.199 0.885 0.358 0.9174
H 7.488 7.152 -2.634 0.192 0.438 0.265 0.3196
F -2.212 4.715 -0.399 0.583 -1.536 0.573 -0.2440
H -2.495 -1.311 8.298 -0.069 0.022 0.025 0.3235
C -4.393 -6.174 0.835 1.103 -0.270 0.595 -0.5522
H 2.201 3.116 0.523 0.384 0.253 -0.135 0.0866
H 9.987 6.421 -2.674 -0.273 0.427 -0.222 0.4286
H 10.364 3.209 -1.029 -0.216 0.048 -0.189 0.4236
C -5.693 -1.192 0.932 -0.423 -1.132 -0.011 -0.1579
H 9.427 2.297 -3.053 -0.043 -0.796 0.013 0.3938
C -3.686 3.232 0.702 -1.918 0.732 -0.636 -0.1045
H 7.161 -2.014 -4.558 0.018 -0.008 -0.008 0.1758
H -2.507 0.950 -1.283 -0.109 -0.315 0.259 0.2149
H -1.047 -1.248 -1.916 0.005 0.437 -0.070 -0.2282
C 1.719 1.253 5.371 -0.605 3.506 2.147 0.3395
F 3.397 8.130 0.807 -1.864 -0.390 -0.459 -0.2473
C -3.495 -3.199 8.817 -0.451 -0.087 -0.559 -1.1702
H 3.601 1.465 -4.984 -0.299 -0.002 -0.237 0.2074
C 6.293 -0.501 -1.453 1.084 0.091 0.120 0.6739
C 1.467 4.667 1.845 -0.313 -1.761 0.497 0.5135
H 7.228 -2.360 -6.321 -0.094 0.573 0.030 0.2906
H 1.372 4.827 2.919 0.096 -0.067 0.071 0.1665
H -7.611 2.903 0.957 -0.335 0.223 0.208 0.4104
O 2.994 -0.362 -4.393 1.059 -0.733 0.601 -0.2355
H -4.339 0.833 -2.574 -0.115 -0.564 0.152 -0.4238
C -5.299 2.421 -3.619 1.895 0.600 -1.029 -0.5948
H 6.776 -3.606 -5.289 -0.310 -0.247 0.508 0.3260
C -6.265 -3.215 2.171 -0.152 -0.066 -1.460 -0.4596
F 5.536 3.182 -3.478 -1.263 1.312 1.224 -0.2480
C 1.409 6.693 0.537 -3.796 -1.502 -1.002 0.4956
C 3.009 -3.378 0.165 0.830 -0.948 0.716 0.8696
C -1.300 -3.097 4.820 -1.093 -0.975 1.321 0.9208
H -5.390 -3.107 2.811 -0.339 0.383 0.376 0.2304
H -4.259 -1.843 -5.377 -0.606 0.124 -0.009 0.3676
F 7.054 -1.231 -2.281 -0.554 0.074 -0.221 -0.3052
H -5.040 -0.866 1.742 0.373 1.025 -0.097 0.6199
C -2.312 3.892 0.683 0.613 0.380 -1.732 0.9613
O -1.566 -0.419 0.925 0.558 0.372 0.566 0.7025
H -6.147 2.854 1.917 0.077 0.099 -0.080 0.2932
H 4.956 0.518 -4.614 0.105 -0.741 0.410 0.1309
H 6.644 -3.432 2.130 -0.349 0.637 -0.316 0.2001
F 1.255 -0.993 4.796 0.931 -0.117 0.002 -0.2043
H -6.757 0.727 0.510 -0.031 -0.123 0.750 0.3316
H 4.300 -3.537 -4.365 0.028 -0.309 -0.575 0.5661
C 9.498 2.557 -0.917 -0.170 -1.301 -0.078 -1.2316
H -1.710 3.620 3.966 0.374 0.296 -0.058 0.4335
C 4.744 4.096 -2.794 0.731 0.385 -0.754 1.1403
H 0.668 -1.073 -0.259 0.048 -0.517 -0.022 -0.6861
C 6.681 -2.525 -5.392 -0.077 -0.228 -0.606 -0.6861
H -6.960 4.415 1.679 -0.054 -0.081 -0.110 0.3348
C 5.521 5.372 -2.306 1.384 3.474 2.791 0.0170
H -2.023 -1.246 -4.603 -0.326 0.181 -0.488 0.6137
H -5.457 -6.150 0.603 -0.177 0.356 -0.341 0.3541
H -2.934 -1.790 0.339 0.144 -0.189 0.001 -0.8212
H 9.051 5.621 -3.995 -0.423 0.754 -0.057 0.2831
H -5.141 -9.505 3.174 0.253 -0.008 -0.184 0.2562
F 3.353 -0.282 4.591 -0.853 -0.274 0.131 -0.2439
C 4.481 -2.466 -4.460 0.134 1.116 -0.725 -0.2007
C 9.121 5.809 -2.924 0.876 -1.148 0.630 -0.9305
H -3.062 -5.435 -1.537 0.185 -0.636 0.583 0.4209
O -3.853 2.209 1.302 -0.620 0.143 -0.648 -0.3538
H -4.638 -4.747 -1.291 -0.181 0.112 -0.130 0.2968
H -3.229 -6.695 2.619 0.273 -0.120 -0.337 0.3933
H -5.550 -8.949 1.506 -0.087 -0.603 -0.042 0.2549
C -2.067 1.550 -2.080 0.855 -1.252 0.228 -0.6784
O -2.843 -2.399 6.599 0.659 -1.400 -2.027 -0.2386
H -1.952 1.953 3.910 0.212 -0.454 0.141 0.3270
C 0.907 -0.248 0.412 -1.357 0.265 -0.085 0.7114
O 4.689 -4.020 1.742 -1.078 0.690 -0.987 -0.2423
H -6.472 4.342 -0.778 0.436 0.249 0.087 0.4907
H 1.875 1.904 -1.873 0.210 -0.162 0.001 0.1500
H -4.456 -5.530 2.884 -0.440 -0.081 0.165 0.0272
H -5.098 -1.819 0.268 -0.081 -0.790 0.283 -0.0833
H -4.230 -3.863 8.362 0.091 -0.078 -0.421 0.3088
H 2.773 -1.870 -5.680 0.545 -0.404 -0.489 0.5145
C -1.148 2.686 3.971 -0.522 -0.285 0.771 -0.3082
O -3.030 2.380 -2.644 -0.557 0.523 -0.562 -0.4877
C -5.945 3.643 -0.129 -1.214 -1.281 1.310 0.7556
H -3.658 1.096 -4.188 0.114 0.076 -0.159 0.3080
H 0.348 3.473 5.266 0.512 -0.239 -0.030 0.3623
H 2.321 2.645 2.172 -0.384 0.128 0.302 0.1437
O 0.934 0.917 -0.380 -0.444 0.712 0.740 0.6605
H -8.362 -1.422 -0.208 0.111 -0.462 0.243 0.3234
H 3.461 3.824 1.646 -0.021 0.074 -0.361 0.5628
H 5.325 -5.543 3.885 -0.042 0.300 0.118 0.3404
F 3.217 -4.600 -0.334 -0.312 -0.106 0.186 -0.3079
C 6.118 -5.081 3.296 -0.158 0.846 -0.004 -1.2933
O -4.681 -3.268 -3.851 0.110 -0.420 -0.383 -0.3745
H 7.984 6.391 -1.131 -0.088 -0.432 0.064 0.3557
F 4.998 -0.640 -1.786 1.006 0.390 0.368 0.0372
O 2.465 2.185 5.645 -1.094 -2.166 -1.370 -0.5472
```
Positions in Å, forces in eV/Å.

Results
Multiplicity: 2
Orbital gap (spin up / spin down): 8.764 / 2.385 eV
<S²>: 0.76
Charge: +1

---

A molecular structure, C15H15AuCl2N3S3, computed with ωB97M-V/def2-TZVPD.

The geometry in XYZ format:
```
39
Properties=species:S:1:pos:R:3:forces:R:3:mulliken_charge:R:1
N 0.937 -0.033 1.655 0.190 0.542 0.069 -0.1051
H 2.269 -0.438 4.690 0.003 0.026 0.001 0.4098
H 0.204 6.607 -3.806 -0.003 0.003 0.000 0.3065
C 1.340 -0.643 2.778 0.114 0.103 0.229 0.6880
C -2.142 -4.155 -2.355 0.020 -0.058 0.058 -0.9056
H 0.737 1.700 0.506 0.020 0.035 0.067 -0.4489
C 1.091 1.285 1.445 -0.033 -0.220 -0.050 0.9407
H 0.017 8.122 -2.919 0.004 -0.005 -0.005 0.3418
H -2.206 -5.137 -1.906 0.008 0.020 -0.006 0.4174
S 0.947 -2.340 2.678 -0.037 -0.069 0.010 -0.3851
C -0.033 4.464 -1.698 0.029 0.017 0.053 0.1507
H 1.110 7.180 -0.949 0.007 0.009 0.010 0.2706
C 2.124 1.429 3.601 -0.022 0.021 -0.034 -0.0926
H 1.818 3.101 2.262 -0.005 -0.004 -0.001 0.4074
H -1.998 4.538 -1.985 0.012 -0.016 -0.020 0.1977
C -1.351 -1.842 -2.195 0.137 0.388 -0.022 -0.2753
C -2.719 -3.880 -3.580 -0.010 0.100 -0.045 -0.3296
C -2.613 -2.605 -4.125 -0.017 -0.049 0.010 -0.7582
S -0.528 -0.506 -1.396 0.096 -0.070 0.361 -0.2891
C -1.940 -1.608 -3.445 -0.048 0.102 -0.135 0.3202
S -0.028 2.785 -1.447 -0.051 0.281 -0.186 -0.4673
C -1.275 6.541 -2.253 0.010 -0.090 0.024 -0.5469
C 1.691 2.041 2.424 0.027 0.069 0.027 -0.6648
Au 0.131 -1.517 0.616 -0.315 -0.566 -0.450 0.3812
C 1.172 6.630 -1.891 -0.026 -0.105 0.031 -0.5527
Cl -1.813 -0.029 -4.137 -0.022 -0.132 0.056 -0.1791
H -1.528 7.080 -1.336 -0.006 0.018 0.006 0.2799
C -1.479 -3.124 -1.718 -0.083 -0.184 -0.036 1.4055
Cl -0.738 -3.502 -0.158 -0.025 -0.196 0.024 -0.2061
N -1.171 5.110 -1.980 -0.030 0.019 0.007 -0.1300
C 1.951 0.071 3.791 0.021 0.005 0.040 -0.6457
H 1.932 4.664 -1.472 0.005 0.003 -0.014 0.2066
H -3.255 -4.656 -4.108 0.012 0.003 -0.017 0.3889
H -3.057 -2.375 -5.083 0.005 -0.010 0.002 0.4219
H 2.594 2.022 4.374 0.006 0.000 -0.006 0.4144
H -2.082 6.693 -2.967 -0.021 -0.003 0.011 0.3595
N 1.093 5.192 -1.639 -0.005 -0.033 -0.020 -0.1130
H 2.140 6.843 -2.341 0.013 0.001 0.005 0.3735
C 0.042 7.038 -2.817 0.019 0.050 -0.052 -0.5872
```
Positions in Å, forces in eV/Å.

Results
Orbital gap: 5.591 eV
Charge: +1

---

| no. | molar mass (g mol⁻¹) |
| --- | --- |
| 1 | 1535.26 |
| 2 | 601.38 |